(1)
The molecule C21H14F3N5 at a distorted geometry, computed with wB97M-V/def2-TZVPD.

ORCA input file:
```
! wB97M-V def2-TZVPD RIJCOSX def2/J DEFGRID3
* xyz 0 1
N -0.414 -1.633 6.557
F 1.966 -3.676 -3.988
F 1.531 -3.358 -6.146
F 2.386 -1.714 -4.896
C -0.374 -1.318 5.438
N 1.113 4.439 1.866
N -0.710 -1.703 -5.557
N -0.919 -1.528 3.066
C 0.299 3.413 1.820
C 0.866 2.237 2.457
C 2.065 2.654 2.952
C -1.955 -1.310 -5.197
C -0.383 -0.849 4.078
C 0.099 -2.228 -4.570
C -2.462 -1.518 -3.926
C -0.329 -2.324 -3.255
C -1.028 -0.102 -0.827
C 0.199 0.377 3.851
C -1.653 -2.007 -2.910
C -1.520 -1.356 -0.475
C -1.446 -1.803 0.848
C -0.373 0.644 0.193
C 0.268 0.930 2.561
C -0.884 -1.018 1.842
C -0.309 0.212 1.526
N 2.197 3.995 2.586
C 1.524 -2.765 -4.883
C -2.206 -2.237 -1.510
C 3.258 4.886 3.081
H -0.641 3.413 1.291
H 2.720 2.060 3.542
H -2.601 -0.936 -5.990
H -3.491 -1.250 -3.702
H 0.333 -2.719 -2.500
H -1.067 0.235 -1.873
H 0.611 0.950 4.657
H -1.886 -2.748 1.178
H 0.061 1.572 -0.100
H -2.018 -3.264 -1.205
H -3.300 -2.096 -1.452
H 2.771 5.870 3.321
H 3.689 4.510 3.961
H 4.009 5.062 2.289
*
```

Summary:
orbital gap = 7.93 eV
energy above the lowest of the compared OMol25 structures with the same formula, charge and spin = 6.18 kJ/mol
structure (SMILES) = Cn1cc(-c2cc(C#N)nc3cc(Cc4ccnc(C(F)(F)F)c4)ccc23)cn1

=====

(2)
A cluster of 10 separate species, C30H48Br10N4O in total at a distorted geometry, computed with wB97M-V/def2-TZVPD.

ORCA input file:
```
! wB97M-V def2-TZVPD RIJCOSX def2/J DEFGRID3
* xyz 0 1
C -26.775 15.188 -6.108
C -25.472 15.044 -5.407
C -25.165 13.536 -5.682
O -25.566 13.311 -7.075
C -26.373 14.501 -7.415
H -27.059 16.226 -6.277
H -27.561 14.615 -5.617
H -25.546 15.164 -4.326
H -24.703 15.666 -5.865
H -25.531 12.746 -5.026
H -24.104 13.312 -5.793
H -27.263 14.129 -7.923
H -25.766 15.202 -7.989
Br -28.542 1.268 -5.446
C -28.926 1.394 -3.483
C -29.999 0.461 -2.871
Br -29.376 -1.416 -3.108
H -29.330 2.402 -3.384
H -27.958 1.278 -2.996
H -30.954 0.590 -3.379
H -30.128 0.570 -1.794
Br -31.733 5.158 -0.866
C -32.968 6.605 -1.458
C -33.377 6.554 -2.961
Br -34.239 8.230 -3.423
H -32.511 7.578 -1.281
H -33.793 6.391 -0.778
H -34.119 5.766 -3.089
H -32.565 6.308 -3.645
Br -29.989 6.762 -12.913
C -28.181 5.841 -12.772
C -27.475 5.989 -14.075
Br -25.815 4.958 -14.018
H -28.387 4.832 -12.415
H -27.701 6.274 -11.894
H -27.188 7.014 -14.310
H -28.020 5.535 -14.902
Br -25.236 5.107 -8.120
C -25.934 6.122 -6.585
C -26.930 7.196 -7.072
Br -28.796 6.461 -7.146
H -25.053 6.579 -6.134
H -26.399 5.547 -5.784
H -26.573 7.647 -7.997
H -26.953 7.951 -6.286
Br -28.583 10.631 -1.395
C -29.371 11.369 0.345
C -28.470 12.419 1.021
Br -29.465 13.194 2.538
H -29.535 10.508 0.993
H -30.358 11.715 0.037
H -28.116 13.224 0.377
H -27.615 11.928 1.484
N -20.145 8.045 -8.361
C -19.928 9.386 -8.444
C -20.070 9.910 -7.177
C -20.350 8.816 -6.313
C -20.355 7.673 -7.086
H -20.122 7.453 -9.179
H -19.810 9.894 -9.390
H -20.187 10.917 -6.806
H -20.518 8.823 -5.246
H -20.445 6.631 -6.817
N -23.565 1.707 0.959
C -23.539 0.518 0.175
C -23.534 0.970 -1.143
C -23.557 2.360 -1.179
C -23.592 2.774 0.124
H -23.634 1.782 1.964
H -23.423 -0.486 0.558
H -23.475 0.493 -2.110
H -23.594 2.864 -2.133
H -23.586 3.744 0.598
N -25.712 11.570 -14.012
C -24.695 11.031 -14.707
C -24.018 10.205 -13.847
C -24.680 10.202 -12.560
C -25.780 10.970 -12.776
H -26.261 12.372 -14.287
H -24.456 11.323 -15.719
H -23.087 9.724 -14.108
H -24.389 9.679 -11.661
H -26.538 11.316 -12.090
N -18.759 3.208 -8.894
C -17.719 3.806 -9.591
C -18.167 3.979 -10.884
C -19.489 3.479 -10.999
C -19.788 2.962 -9.727
H -18.785 3.054 -7.896
H -16.718 3.997 -9.233
H -17.657 4.409 -11.732
H -20.233 3.355 -11.772
H -20.736 2.520 -9.458
*
```

Summary:
orbital gap = 8.19 eV
energy above the lowest of the compared OMol25 structures with the same formula, charge and spin = 214.33 kJ/mol
structure (SMILES) = c1cc[nH]c1.c1cc[nH]c1.c1cc[nH]c1.c1cc[nH]c1.C1CCOC1.BrCCBr.BrCCBr.BrCCBr.BrCCBr.BrCCBr

=====

(3)
A cluster of 2 separate species, C3H8N2O in total at a distorted geometry, computed with wB97M-V/def2-TZVPD.

ORCA input file:
```
! wB97M-V def2-TZVPD RIJCOSX def2/J DEFGRID3
* xyz 0 1
C -2.453 0.015 1.599
C -1.543 -0.565 0.829
O -1.126 -0.086 -0.373
H -2.647 -0.429 2.560
H -3.059 0.809 1.187
H -0.943 -1.345 1.280
H -0.609 -0.772 -0.826
N 1.473 0.921 0.236
C 2.065 0.178 -0.729
N 1.419 -0.525 -1.598
H 0.463 0.942 0.178
H 1.942 0.920 1.127
H 3.157 0.149 -0.680
H 2.054 -0.519 -2.399
*
```

Summary:
orbital gap = 10.02 eV
energy above the lowest of the compared OMol25 structures with the same formula, charge and spin = 205.61 kJ/mol
structure (SMILES) = [H]/N=C/N.C=CO

=====

(4)
The ion C2H7O2Si2 with charge -1 at a distorted geometry, computed with wB97M-V/def2-TZVPD.

ORCA input file:
```
! wB97M-V def2-TZVPD RIJCOSX def2/J DEFGRID3
* xyz -1 1
C -3.145 -0.275 0.135
C 0.763 -1.510 0.065
O -4.055 -0.180 0.947
O -2.844 -1.168 -0.689
Si -1.935 1.222 -0.055
Si 0.332 0.355 0.069
H 1.190 -1.871 1.107
H 0.026 -2.172 -0.484
H 1.795 -1.695 -0.433
H -2.038 1.878 -1.349
H -2.071 2.281 0.886
H 0.589 0.803 -1.322
H 1.427 1.154 0.769
*
```

Summary:
orbital gap = 7.49 eV
energy above the lowest of the compared OMol25 structures with the same formula, charge and spin = 10.17 kJ/mol
structure (SMILES) = C[SiH2][SiH2]C(=O)[O-]

=====

(5)
A cluster of 2 separate species, C4H8BrN2 in total at a distorted geometry, computed with wB97M-V/def2-TZVPD.

ORCA input file:
```
! wB97M-V def2-TZVPD RIJCOSX def2/J DEFGRID3
* xyz 1 1
C -1.744 -1.155 0.575
C -0.446 -1.179 -0.089
C -1.481 0.926 0.436
C 1.007 0.917 -0.307
N -2.219 -0.028 0.907
N -0.334 0.330 -0.433
Br -2.308 2.437 -0.365
H -2.239 -1.928 0.976
H 0.323 -1.332 0.546
H -0.261 -1.765 -0.992
H -0.671 1.475 1.890
H 1.373 0.766 0.711
H 1.698 0.507 -1.001
H 1.054 1.901 -0.642
H -0.774 0.421 -1.448
*
```

Summary:
orbital gap = 9.39 eV
energy above the lowest of the compared OMol25 structures with the same formula, charge and spin = 498.24 kJ/mol

=====

(6)
The molecule C13H16BCl3O at a distorted geometry, computed with wB97M-V/def2-TZVPD.

ORCA input file:
```
! wB97M-V def2-TZVPD RIJCOSX def2/J DEFGRID3
* xyz 0 1
Cl 4.075 -2.665 -1.710
B 3.150 -1.044 -1.626
Cl 4.008 0.062 -0.322
Cl 3.071 -0.123 -3.227
O 1.803 -1.375 -1.191
C 0.858 -0.519 -0.764
C -0.505 -0.763 -1.282
C -1.435 0.294 -1.378
C -2.778 -0.048 -1.571
C -3.150 -1.392 -1.650
C -2.204 -2.423 -1.643
C -0.848 -2.108 -1.481
H 1.146 0.539 -0.683
H -1.161 1.359 -1.241
H -3.531 0.758 -1.604
H -4.208 -1.644 -1.759
H -2.509 -3.460 -1.724
H -0.076 -2.881 -1.425
C -1.492 -0.485 2.179
C -0.215 0.104 1.693
C 0.705 -0.740 0.947
C -0.012 1.495 1.742
C 1.201 2.101 1.557
C 1.448 3.566 1.461
H -2.229 0.297 2.398
H -1.907 -1.135 1.401
H -1.404 -1.106 3.077
H 1.754 -0.389 0.952
H 0.644 -1.808 1.203
H -0.856 2.153 1.977
H 2.076 1.481 1.357
H 2.522 3.745 1.360
H 0.955 4.074 0.621
H 1.101 4.081 2.358
*
```

Summary:
orbital gap = 6.44 eV
energy above the lowest of the compared OMol25 structures with the same formula, charge and spin = 95.00 kJ/mol